67
Properties=species:S:1:pos:R:3:forces:R:3:mulliken_charge:R:1 method="wB97M-V/def2-TZVPD" e_tot_ev=-150076.7204 mol_weight_da=916.54 gap_ev=3.6 total_charge=-2 e_above_lowest_ev=0.000
H 2.814 2.682 -1.874 0.23 0.19 -0.14 0.28
F -0.671 1.541 3.897 -0.35 1.49 -0.57 -0.19
O -4.010 1.466 -0.642 -0.97 -1.30 0.24 -0.48
F 0.992 3.031 -3.921 2.22 -0.41 -0.77 -0.16
O -3.640 0.043 -2.512 -0.51 -0.90 1.43 -0.47
O 0.951 0.535 -4.838 -0.62 -2.68 -0.74 -0.73
S -3.581 0.132 -1.052 0.98 0.83 -1.69 1.09
O 2.623 -2.031 1.561 2.60 -2.03 -1.33 -0.68
H 1.490 3.313 -0.952 -0.20 -0.19 0.23 -0.01
C -1.823 -4.820 1.941 0.74 -1.18 -0.15 -0.68
C 2.456 2.818 -0.853 -0.25 0.57 -1.17 -0.16
H 3.903 4.494 -0.478 0.45 -0.52 -0.43 0.44
O -1.151 -0.778 -5.086 2.96 -1.25 -0.31 -0.65
H 3.662 0.480 0.864 -0.36 -0.01 0.24 0.24
O -0.738 1.475 0.772 0.65 0.30 1.24 -0.39
F 2.570 -1.848 -5.753 -1.36 -0.91 -0.17 -0.22
F -0.741 3.750 -4.951 -0.51 0.82 -1.96 -0.21
O -1.912 1.393 -3.931 0.38 0.72 -0.24 -0.41
C -0.190 3.501 -3.817 -1.81 -1.95 2.70 0.53
C 3.172 1.453 0.828 0.43 0.61 0.43 0.05
C -4.769 -1.241 -0.395 -0.05 2.27 -0.53 0.51
Al 0.565 -0.889 -0.370 -0.60 0.94 0.36 1.34
H -2.441 -4.000 3.861 -0.17 -0.25 0.01 0.34
H 4.569 2.740 1.761 0.01 0.66 -0.13 0.41
H -2.289 -1.690 2.271 0.05 0.31 0.38 -0.06
C -1.223 2.592 3.215 0.26 -1.60 -0.66 0.47
O -2.296 2.883 -2.111 1.99 -0.31 -1.03 -0.38
F 4.509 -0.143 3.173 0.97 1.43 -1.05 -0.22
S 0.295 -0.809 -4.705 -1.84 4.90 1.62 1.29
O -0.842 -2.730 1.410 -0.23 -0.06 -0.13 0.02
F 1.047 -1.339 -7.195 0.22 1.13 -1.29 -0.21
C 4.203 2.594 0.745 0.69 -1.49 -1.09 -0.70
H -0.384 -4.418 0.334 -0.23 0.19 -0.24 0.38
H -2.552 -5.185 1.218 0.24 0.27 -0.44 0.30
O 0.468 -1.283 -3.317 0.49 -1.26 -1.18 -0.42
F -5.102 -0.977 0.879 0.17 -0.56 -0.49 -0.21
O -2.763 0.798 2.011 1.49 1.80 0.62 -0.65
H 2.611 1.702 1.729 -0.38 -0.73 0.06 0.00
C -1.623 -2.491 2.590 -1.27 1.00 -1.40 -0.14
F -5.884 -1.198 -1.150 -0.06 0.04 0.33 -0.23
F -2.235 3.066 3.947 0.58 0.37 -0.09 -0.21
O 1.392 -0.331 2.395 0.57 1.00 1.56 -0.64
F 0.625 -2.998 -6.058 0.41 -2.53 0.46 -0.20
O -2.267 -0.193 -0.508 -0.56 -0.73 -0.10 -0.64
S -1.875 1.901 1.593 -2.79 -1.74 -2.98 1.11
O 2.327 1.510 -0.315 0.54 0.23 0.61 -0.40
C 3.417 3.649 0.009 -0.91 0.37 1.33 -0.76
C 1.215 -1.846 -6.003 0.02 2.11 1.72 0.35
H -1.564 -5.719 2.500 0.37 0.02 0.12 0.25
S 2.167 -1.511 2.809 -3.37 1.65 -1.55 1.09
H -1.014 -2.123 3.416 0.08 -0.53 0.04 0.29
F -0.140 4.580 -3.059 -0.11 1.33 0.36 -0.23
F 4.415 -1.927 4.243 1.36 -2.18 1.05 -0.22
H -3.470 -3.794 2.423 -0.22 1.17 0.52 0.20
O -0.260 1.414 -2.100 -1.64 1.64 -1.44 -0.05
F 3.215 -0.279 4.883 0.17 0.52 0.75 -0.24
C -0.613 -4.118 1.356 1.20 -0.46 -0.62 -0.66
H 2.871 4.151 0.808 -0.64 0.11 -0.05 0.20
O -2.632 2.898 0.766 1.45 -0.32 2.32 -0.54
F -4.262 -2.439 -0.533 0.47 -0.59 0.40 -0.21
S -1.250 2.190 -2.923 -0.25 -1.20 2.46 0.76
C -2.446 -3.767 2.796 -0.45 0.17 1.10 -0.46
O 1.320 -2.405 3.566 1.49 -0.37 1.37 -0.68
F -0.287 3.522 2.965 -0.57 -0.25 0.69 -0.20
H 5.032 2.255 0.124 0.32 -0.01 0.00 0.25
H 0.313 -4.304 1.900 -0.02 -0.33 0.47 0.27
C 3.727 -0.924 3.841 -3.97 -0.32 -1.08 0.52